Entry 1:
Density functional theory data (ωB97M-V with the def2-TZVPD basis set) for a structure of composition C34H40Cl5FeNO2S4.

Structure (ORCA input):
```
! wB97M-V def2-TZVPD RIJCOSX def2/J DEFGRID3
* xyz -2 5
Fe 1.48 1.54 -0.59
C -5.43 -1.00 -0.91
C -4.78 -0.29 0.28
C -5.77 0.75 0.84
C -4.53 -1.33 1.37
C -3.50 0.41 -0.17
C -2.25 0.09 0.38
C -1.11 0.76 -0.05
N 0.21 0.57 0.35
C 0.73 -0.52 1.05
C 0.13 -1.27 2.06
C 0.80 -2.34 2.64
C 2.08 -2.64 2.18
C 2.74 -1.89 1.20
C 2.05 -0.79 0.65
O 2.59 0.03 -0.25
C 4.15 -2.22 0.71
C 5.09 -1.04 0.99
C 4.11 -2.50 -0.80
C 4.72 -3.46 1.40
C 0.19 -3.19 3.75
C 1.06 -3.09 5.01
C -1.22 -2.72 4.12
C 0.10 -4.65 3.32
C -1.19 1.73 -1.07
O -0.04 2.24 -1.50
C -2.43 2.06 -1.63
C -3.56 1.39 -1.15
C -2.50 3.09 -2.76
C -1.69 2.58 -3.96
C -3.94 3.32 -3.24
C -1.95 4.44 -2.29
H -6.35 -1.51 -0.61
H -4.75 -1.75 -1.33
H -5.68 -0.30 -1.71
H -6.70 0.26 1.15
H -6.02 1.50 0.09
H -5.34 1.26 1.70
H -5.47 -1.79 1.67
H -4.08 -0.87 2.26
H -3.85 -2.12 1.03
H -2.17 -0.69 1.11
H -0.84 -0.97 2.42
H 2.60 -3.48 2.61
H 4.74 -0.13 0.51
H 6.10 -1.28 0.62
H 5.15 -0.85 2.07
H 3.72 -1.64 -1.34
H 3.47 -3.36 -1.01
H 5.12 -2.73 -1.16
H 4.82 -3.32 2.48
H 5.72 -3.65 1.00
H 4.11 -4.35 1.22
H 1.15 -2.05 5.34
H 2.07 -3.47 4.82
H 0.63 -3.68 5.83
H -1.22 -1.69 4.49
H -1.62 -3.36 4.91
H -1.90 -2.77 3.27
H 1.08 -5.05 3.06
H -0.54 -4.75 2.44
H -0.32 -5.27 4.12
H -4.53 1.64 -1.58
H -2.09 1.63 -4.32
H -0.64 2.43 -3.68
H -1.74 3.31 -4.78
H -4.39 2.40 -3.64
H -3.93 4.06 -4.04
H -4.58 3.69 -2.44
H -0.92 4.34 -1.95
H -2.54 4.82 -1.46
H -1.99 5.16 -3.11
S 3.07 2.08 1.70
S 3.31 3.86 2.50
S 1.86 5.14 1.71
S 0.75 4.10 0.45
Cl 3.99 4.14 -1.03
C 3.60 3.07 -2.34
C 2.66 2.06 -2.17
C 2.43 1.25 -3.28
Cl 1.27 -0.05 -3.15
C 3.08 1.41 -4.50
Cl 2.76 0.36 -5.84
C 4.02 2.43 -4.63
Cl 4.85 2.66 -6.14
C 4.28 3.26 -3.55
Cl 5.44 4.53 -3.72
*
```

Output
LUMO energy (spin up / spin down) = 0.1491 / 0.1492 Ha
HOMO-LUMO gap (spin up / spin down) = 5.35 / 5.70 eV
⟨S²⟩ = 6.046
Energy relative to the best compared isomer or geometry (same formula, charge and spin) = 0.0 kJ/mol
DFT total energy = -6682.409904 Ha

Partial charges, Löwdin, in e:
1 Fe 0.56
2 C -0.06
3 C -0.56
4 C -0.06
5 C -0.08
6 C -0.19
7 C 0.03
8 C -0.17
9 N 0.00
10 C -0.19
11 C 0.03
12 C -0.19
13 C -0.01
14 C -0.10
15 C -0.32
16 O -0.28
17 C -0.53
18 C -0.05
19 C -0.04
20 C -0.09
21 C -0.56
22 C -0.06
23 C -0.08
24 C -0.06
25 C -0.30
26 O -0.30
27 C -0.09
28 C -0.01
29 C -0.53
30 C -0.04
31 C -0.09
32 C -0.05
33 H 0.07
34 H 0.09
35 H 0.07
36 H 0.07
37 H 0.07
38 H 0.09
39 H 0.08
40 H 0.08
41 H 0.08
42 H 0.07
43 H 0.08
44 H 0.08
45 H 0.06
46 H 0.08
47 H 0.08
48 H 0.07
49 H 0.08
50 H 0.08
51 H 0.08
52 H 0.07
53 H 0.08
54 H 0.09
55 H 0.07
56 H 0.07
57 H 0.09
58 H 0.08
59 H 0.08
60 H 0.07
61 H 0.09
62 H 0.07
63 H 0.08
64 H 0.09
65 H 0.06
66 H 0.08
67 H 0.08
68 H 0.07
69 H 0.08
70 H 0.05
71 H 0.09
72 H 0.08
73 S 0.08
74 S -0.15
75 S -0.15
76 S 0.06
77 Cl 0.63
78 C -0.66
79 C -0.20
80 C -0.65
81 Cl 0.72
82 C -0.71
83 Cl 0.62
84 C -0.72
85 Cl 0.61
86 C -0.70
87 Cl 0.62

Entry 2:
Density functional theory data (ωB97M-V with the def2-TZVPD basis set) for a cluster of 14 separate species, C56H112O20S6 in total.

Structure (ORCA input):
```
! wB97M-V def2-TZVPD RIJCOSX def2/J DEFGRID3
* xyz 0 1
C 5.41 2.06 -3.61
C 5.71 3.52 -3.29
C 4.81 4.47 -4.14
S 3.36 3.41 -4.44
O 3.45 3.05 -5.87
O 2.13 3.93 -3.85
C 3.91 1.92 -3.53
H 5.98 1.49 -2.88
H 5.73 1.75 -4.60
H 6.74 3.82 -3.49
H 5.51 3.79 -2.24
H 5.24 4.64 -5.12
H 4.57 5.43 -3.67
H 3.46 1.07 -4.04
H 3.54 2.07 -2.51
C -6.24 -2.02 -0.57
C -5.01 -1.08 -0.73
C -5.45 0.03 -1.78
S -7.14 0.32 -1.20
O -8.01 0.48 -2.34
O -7.06 1.38 -0.22
C -7.48 -1.18 -0.27
H -6.09 -2.81 0.19
H -6.41 -2.55 -1.52
H -4.07 -1.46 -1.08
H -4.83 -0.64 0.26
H -5.52 -0.37 -2.80
H -4.94 1.00 -1.73
H -8.48 -1.51 -0.57
H -7.42 -0.91 0.79
C 5.75 -4.35 1.01
C 4.63 -3.52 0.41
C 3.45 -4.43 0.25
S 3.48 -5.40 1.83
O 3.23 -6.77 1.62
O 2.65 -4.66 2.73
C 5.27 -5.06 2.28
H 6.55 -3.68 1.34
H 6.19 -5.04 0.28
H 4.90 -3.15 -0.59
H 4.36 -2.65 0.99
H 3.52 -5.13 -0.59
H 2.47 -3.94 0.25
H 5.69 -6.05 2.52
H 5.18 -4.39 3.12
C -0.82 -0.07 1.03
C -0.57 -1.58 0.70
C 0.00 -1.68 -0.75
S 1.18 -0.27 -0.74
O 1.21 0.43 -1.99
O 2.44 -0.80 -0.22
C 0.41 0.70 0.55
H -1.06 0.04 2.09
H -1.72 0.22 0.46
H -1.51 -2.12 0.76
H 0.14 -2.07 1.37
H -0.80 -1.50 -1.47
H 0.53 -2.59 -1.04
H 0.13 1.62 0.04
H 1.16 0.92 1.31
C -4.32 2.44 1.51
C -2.99 3.28 1.23
C -3.39 4.61 0.69
S -4.86 4.99 1.71
O -5.89 5.50 0.84
O -4.37 5.68 2.86
C -5.30 3.36 2.31
H -4.04 1.56 2.10
H -4.88 2.10 0.63
H -2.42 2.65 0.54
H -2.36 3.38 2.12
H -3.78 4.59 -0.33
H -2.69 5.43 0.86
H -6.30 3.08 2.05
H -5.10 3.41 3.38
C -0.92 2.99 -5.49
C -1.32 4.04 -4.44
C -2.61 3.72 -3.76
S -2.54 1.88 -3.81
O -3.64 1.37 -4.57
O -2.28 1.37 -2.47
C -1.03 1.66 -4.74
H 0.12 3.13 -5.78
H -1.56 2.97 -6.38
H -1.38 5.04 -4.88
H -0.44 4.04 -3.79
H -3.52 3.82 -4.33
H -2.71 4.07 -2.74
H -1.11 0.80 -5.40
H -0.21 1.55 -4.02
C -1.12 3.48 5.36
C -0.14 2.37 5.08
C 0.80 2.94 4.09
O 0.22 4.18 3.66
C -0.48 4.66 4.82
H -1.39 3.62 6.40
H -2.05 3.33 4.77
H -0.67 1.49 4.70
H 0.32 2.08 6.04
H 1.00 2.35 3.20
H 1.76 3.16 4.57
H -1.05 5.46 4.39
H 0.21 5.09 5.57
C -4.89 -2.57 4.32
C -4.33 -1.26 4.79
C -3.09 -1.14 3.94
O -3.39 -1.75 2.70
C -4.57 -2.56 2.86
H -5.93 -2.70 4.54
H -4.33 -3.39 4.77
H -4.01 -1.34 5.82
H -5.10 -0.49 4.71
H -2.23 -1.63 4.41
H -2.84 -0.09 3.73
H -4.37 -3.55 2.47
H -5.41 -2.10 2.31
C -0.41 -4.86 1.03
C -0.17 -6.35 0.91
C -0.33 -6.88 2.29
O -1.26 -5.99 2.96
C -1.55 -4.86 2.05
H -0.60 -4.37 0.07
H 0.45 -4.40 1.55
H 0.86 -6.57 0.61
H -0.83 -6.72 0.14
H 0.57 -6.86 2.92
H -0.72 -7.90 2.33
H -1.62 -4.02 2.72
H -2.50 -4.97 1.50
C -2.43 -3.08 -3.25
C -2.12 -1.77 -3.99
C -2.14 -2.24 -5.45
O -3.05 -3.38 -5.45
C -3.43 -3.69 -4.13
H -2.90 -2.89 -2.29
H -1.48 -3.60 -3.07
H -1.16 -1.35 -3.69
H -2.90 -1.03 -3.81
H -1.14 -2.56 -5.75
H -2.51 -1.45 -6.10
H -3.49 -4.79 -4.09
H -4.44 -3.30 -4.02
C 1.88 -1.37 3.71
C 1.99 -0.54 4.92
C 0.97 -1.05 5.88
O 0.17 -1.93 5.20
C 1.09 -2.55 4.27
H 2.81 -1.58 3.20
H 1.18 -0.95 3.00
H 1.86 0.52 4.74
H 3.00 -0.67 5.32
H 0.28 -0.38 6.38
H 1.60 -1.53 6.66
H 0.52 -3.03 3.48
H 1.73 -3.29 4.78
C 4.58 1.16 2.17
C 5.99 1.01 1.62
C 5.80 1.62 0.25
O 4.87 2.70 0.43
C 4.12 2.47 1.60
H 4.54 1.21 3.26
H 3.98 0.32 1.83
H 6.30 -0.04 1.65
H 6.72 1.62 2.17
H 5.35 0.93 -0.48
H 6.69 2.08 -0.18
H 3.04 2.49 1.32
H 4.30 3.28 2.32
C 0.60 5.30 0.20
C 1.24 5.21 -1.21
C 2.56 4.50 -0.86
O 2.94 5.04 0.39
C 1.81 5.52 1.11
H 0.09 4.37 0.48
H -0.08 6.14 0.26
H 1.42 6.19 -1.66
H 0.68 4.62 -1.94
H 3.35 4.63 -1.59
H 2.29 3.42 -0.82
H 1.94 6.58 1.28
H 1.86 5.00 2.06
C 3.25 -2.51 -3.83
C 3.72 -3.31 -5.02
C 2.76 -2.78 -6.07
O 1.51 -2.56 -5.43
C 1.74 -2.41 -4.02
H 3.62 -1.49 -3.79
H 3.62 -3.09 -2.98
H 3.46 -4.37 -4.91
H 4.78 -3.21 -5.23
H 2.45 -3.37 -6.93
H 3.25 -1.86 -6.42
H 1.07 -3.13 -3.52
H 1.51 -1.37 -3.73
*
```

Output
LUMO energy = 0.0032 Ha
HOMO-LUMO gap = 9.35 eV
Energy relative to the best compared isomer or geometry (same formula, charge and spin) = 0.0 kJ/mol
DFT total energy = -6094.633490 Ha

Atomic partial charges in e from the Löwdin method, atoms 1 to 99:
1 C -0.23
2 C -0.21
3 C -0.19
4 S 0.72
5 O -0.35
6 O -0.34
7 C -0.21
8 H 0.10
9 H 0.12
10 H 0.11
11 H 0.11
12 H 0.09
13 H 0.10
14 H 0.10
15 H 0.09
16 C -0.22
17 C -0.18
18 C -0.19
19 S 0.66
20 O -0.32
21 O -0.33
22 C -0.21
23 H 0.10
24 H 0.12
25 H 0.08
26 H 0.10
27 H 0.10
28 H 0.09
29 H 0.11
30 H 0.10
31 C -0.22
32 C -0.25
33 C -0.21
34 S 0.66
35 O -0.31
36 O -0.32
37 C -0.17
38 H 0.11
39 H 0.12
40 H 0.12
41 H 0.11
42 H 0.12
43 H 0.09
44 H 0.11
45 H 0.09
46 C -0.18
47 C -0.20
48 C -0.18
49 S 0.66
50 O -0.32
51 O -0.34
52 C -0.22
53 H 0.10
54 H 0.11
55 H 0.10
56 H 0.09
57 H 0.08
58 H 0.09
59 H 0.09
60 H 0.08
61 C -0.17
62 C -0.22
63 C -0.21
64 S 0.66
65 O -0.32
66 O -0.33
67 C -0.20
68 H 0.10
69 H 0.08
70 H 0.09
71 H 0.10
72 H 0.10
73 H 0.10
74 H 0.09
75 H 0.10
76 C -0.20
77 C -0.23
78 C -0.18
79 S 0.66
80 O -0.32
81 O -0.36
82 C -0.21
83 H 0.11
84 H 0.12
85 H 0.13
86 H 0.09
87 H 0.10
88 H 0.10
89 H 0.10
90 H 0.10
91 C -0.18
92 C -0.18
93 C -0.22
94 O -0.15
95 C -0.21
96 H 0.12
97 H 0.12
98 H 0.11
99 H 0.12

Entry 3:
Density functional theory data (ωB97M-V with the def2-TZVPD basis set) for a structure of composition C20H22CdN2.

Structure (ORCA input):
```
! wB97M-V def2-TZVPD RIJCOSX def2/J DEFGRID3
* xyz 0 1
C -0.13 3.15 -0.85
C -2.65 0.87 -0.63
C -0.53 1.85 -1.52
H 0.75 3.02 -0.21
C -2.21 -0.13 -1.57
H -3.59 0.54 -0.14
H -1.22 2.19 -2.33
H -2.96 -0.92 -1.77
C 0.16 0.69 -2.04
H 0.73 0.09 -1.30
H 0.83 0.95 -2.87
C -1.44 3.22 0.04
H -1.74 4.27 0.17
H -1.20 2.82 1.03
C -2.64 2.41 -0.58
H -2.87 2.82 -1.57
H -3.51 2.67 0.04
C -1.09 -0.14 -2.60
H -1.42 0.32 -3.55
H -0.78 -1.17 -2.83
Cd -1.39 -0.44 0.24
H 0.04 4.06 -1.42
C 3.43 -3.51 -2.10
C 2.08 -3.38 -2.45
C 1.18 -2.78 -1.58
C 1.65 -2.28 -0.34
C 2.99 -2.48 0.05
C 3.88 -3.07 -0.84
N 0.80 -1.54 0.50
N 1.34 -1.23 1.63
C 0.53 -0.56 2.54
C 1.05 -0.34 3.85
C 0.28 0.33 4.80
C -0.99 0.81 4.45
C -1.49 0.60 3.14
C -0.74 -0.09 2.21
H 4.13 -3.98 -2.79
H 1.73 -3.75 -3.42
H 0.12 -2.68 -1.80
H 3.29 -2.13 1.04
H 4.93 -3.17 -0.55
H 2.05 -0.72 4.06
H 0.68 0.48 5.81
H -1.60 1.34 5.18
H -2.48 0.98 2.88
*
```

Output
LUMO energy (spin up / spin down) = -0.0342 / -0.0370 Ha
HOMO-LUMO gap (spin up / spin down) = 6.37 / 4.34 eV
Energy relative to the best compared isomer or geometry (same formula, charge and spin) = 408.7 kJ/mol
DFT total energy = -1052.246100 Ha

Partial charges, Löwdin, in e:
1 C -0.16
2 C -0.37
3 C -0.22
4 H 0.10
5 C -0.38
6 H 0.08
7 H 0.11
8 H 0.07
9 C -0.21
10 H 0.07
11 H 0.12
12 C -0.19
13 H 0.10
14 H 0.09
15 C -0.24
16 H 0.11
17 H 0.10
18 C -0.23
19 H 0.11
20 H 0.07
21 Cd 1.41
22 H 0.10
23 C -0.09
24 C -0.08
25 C -0.04
26 C -0.28
27 C -0.03
28 C -0.08
29 N -0.03
30 N 0.06
31 C -0.34
32 C -0.03
33 C -0.10
34 C -0.08
35 C -0.16
36 C -0.25
37 H 0.10
38 H 0.10
39 H 0.09
40 H 0.10
41 H 0.10
42 H 0.10
43 H 0.10
44 H 0.10
45 H 0.08

Entry 4:
Density functional theory data (ωB97M-V with the def2-TZVPD basis set) for a cluster of 2 separate species, CH7N2 in total.

Structure (ORCA input):
```
! wB97M-V def2-TZVPD RIJCOSX def2/J DEFGRID3
* xyz 1 1
N 0.16 -0.20 -1.73
H -0.64 -0.39 -2.25
H 1.05 -0.28 -2.43
H 0.19 0.87 -1.69
H -0.21 -0.57 -0.14
C -0.14 0.55 1.71
N -0.41 -0.56 1.03
H -0.25 1.61 1.30
H 0.63 0.40 2.51
H -0.39 -1.42 1.69
*
```

Output
LUMO energy = -0.2116 Ha
HOMO-LUMO gap = 10.67 eV
Energy relative to the best compared isomer or geometry (same formula, charge and spin) = 172.7 kJ/mol
DFT total energy = -151.485214 Ha

Partial charges, Löwdin, in e:
1 N 0.01
2 H 0.02
3 H 0.15
4 H 0.08
5 H 0.13
6 C 0.10
7 N 0.08
8 H 0.13
9 H 0.13
10 H 0.17